[1]
Molecular formula: C4H40N2O15
Method: DFT, wB97M-V/def2-TZVPD

Last column: Mulliken charge in e.
Element x y z (Å)
1 N 1.60590 -0.64444 -0.96039  0.37
2 C 0.31729 -0.02049 -1.01262  -0.25
3 C 0.49837 1.49030 -1.42042  -1.16
4 O 0.60927 1.51874 -2.86380  -0.68
5 C -0.24134 -0.05469 0.39787  0.34
6 N -0.65470 -1.40308 0.79977  0.64
7 C -0.51841 -1.63656 2.27943  -0.99
8 H 2.36278 -0.27581 -0.37031  0.08
9 H 1.82468 -0.92199 -1.92442  0.63
10 H -0.28990 -0.52458 -1.77697  0.68
11 H -0.46094 1.97968 -1.28097  0.49
12 H 1.36562 2.00461 -1.07386  0.26
13 H -0.35151 1.67884 -3.08569  0.59
14 H -1.26603 0.41684 0.34119  -0.30
15 H 0.39285 0.54864 1.07867  -0.22
16 H 0.03295 -2.10444 0.43392  0.02
17 H -0.50796 -0.67859 2.79708  0.09
18 H 0.29843 -2.33971 2.40260  0.40
19 H -1.47838 -2.07547 2.67715  0.41
20 H 3.87525 0.96056 0.53072  0.33
21 H 2.71320 1.80892 1.24272  0.38
22 O 3.20918 0.97186 1.23555  -0.73
23 H 0.52711 3.10513 1.29502  0.31
24 H 1.55235 4.06124 1.07139  0.32
25 O 1.35933 3.16123 0.76002  -0.61
26 H 2.73905 0.13259 2.92133  0.43
27 H 1.79293 -0.66485 2.17286  0.20
28 O 2.10593 -0.59116 3.08043  -0.65
29 H 2.60611 -2.88415 0.63670  0.27
30 H 2.17466 -4.45694 0.56386  0.29
31 O 1.92160 -3.54858 0.73736  -0.56
32 H -0.67480 1.47060 4.70172  0.32
33 H 0.41042 1.05677 3.64584  0.31
34 O -0.15191 1.78258 3.95329  -0.72
35 H -0.43144 -3.49784 -1.11467  0.32
36 H 0.05001 -2.49769 -2.11256  0.32
37 O -0.76840 -2.88992 -1.78591  -0.69
38 H -2.46223 -3.25130 1.27339  0.38
39 H -2.73924 -2.35383 0.23020  0.29
40 O -3.25587 -2.93892 0.81037  -0.71
41 H -0.94544 2.40232 2.63270  0.40
42 H -1.61661 3.57534 1.86938  0.28
43 O -1.14083 2.75159 1.70729  -0.63
44 H 1.84921 0.42727 -3.28517  0.32
45 H 2.30579 -0.50359 -4.41906  0.31
46 O 2.59985 -0.12961 -3.57603  -0.72
47 H -3.89177 -1.02109 1.53556  0.45
48 H -2.85275 -0.31571 0.89061  0.13
49 O -3.76572 -0.13226 1.15957  -0.64
50 H -2.07819 -1.59026 -1.75738  0.20
51 H -3.54369 -1.04132 -1.97189  0.35
52 O -2.60913 -0.80089 -1.93915  -0.58
53 H -3.21670 2.10848 -0.22662  0.29
54 H -3.98153 1.05496 -0.77388  0.26
55 O -3.44606 1.79010 -1.11755  -0.65
56 H 4.84103 -0.40761 -1.40825  0.34
57 H 3.70923 0.40375 -1.96306  0.35
58 O 4.47847 0.48908 -1.36737  -0.69
59 H -2.22437 0.90727 -3.11649  0.38
60 H -2.52550 2.32154 -2.74208  0.37
61 O -2.03752 1.81652 -3.41899  -0.73

Force components x, y, z for each atom (eV/Å):
N -1.19 0.83 -1.81
C 1.10 -1.10 1.71
C -0.19 0.54 -3.58
O -0.61 -0.08 1.57
C -3.13 0.68 -0.06
N 2.19 -1.45 0.40
C -2.32 -0.18 -0.40
H -0.21 0.03 0.32
H 1.14 -0.48 0.33
H 0.10 0.48 0.46
H -0.02 0.03 1.24
H 0.24 -0.04 1.02
H 0.12 -0.04 -1.13
H 1.51 0.66 0.01
H -0.11 -0.55 -0.20
H -0.85 0.97 0.09
H 0.73 -0.21 0.11
H 0.13 0.36 0.81
H 0.95 0.05 -0.44
H 0.04 0.51 0.00
H 0.21 0.24 -0.43
O -0.26 -0.45 -0.21
H -0.26 -0.87 -0.69
H 0.85 -0.06 -0.57
O -0.31 0.99 1.33
H 0.19 -0.36 0.39
H -0.14 -0.35 0.11
O -0.02 0.71 -0.16
H 0.57 -0.77 0.00
H 0.75 0.21 -0.06
O -1.41 0.61 0.02
H 0.21 -0.13 -0.04
H 0.12 -0.16 0.43
O -0.06 0.02 -0.09
H -0.34 -0.19 0.01
H -0.15 -0.21 -0.33
O 0.59 -0.14 0.02
H -0.63 -0.57 0.48
H -0.61 0.19 -0.34
O 1.22 0.20 -0.12
H -0.20 0.22 -0.85
H -0.05 -0.02 -0.11
O 0.00 -0.03 0.91
H -0.05 0.54 -0.77
H 0.28 0.11 0.08
O -0.40 -0.55 0.41
H -0.89 0.12 0.06
H -0.01 0.60 -0.28
O 0.76 -0.68 0.13
H -0.37 -0.36 -0.17
H 0.25 -0.22 -0.02
O 0.09 0.36 0.02
H 0.31 0.60 -0.43
H -0.12 -0.23 -0.70
O -0.27 -0.06 1.64
H 0.35 0.25 0.01
H 0.72 0.37 -0.24
O -0.81 -0.63 0.09
H -0.21 0.10 -0.19
H 0.01 -0.14 -0.30
O 0.47 -0.29 0.54

Its multiplicity is 2. The value obtained for the molar mass is 356.4 u. The value obtained for the max |F| is 3.63 eV/Å. The HOMO energy (spin up / spin down) comes out at -12.992 / -12.958 eV. Its net charge is +1.


[2]
Molecular formula: C4H41NO16
Method: DFT, wB97M-V/def2-TZVPD

Last column: Mulliken charge in e.
Element x y z (Å)
1 C 1.00005 0.27811 -0.24131  0.01
2 N 0.36678 0.65142 -1.51738  0.23
3 C -1.09085 0.82891 -1.35837  -1.15
4 C 0.72185 -0.08636 -2.81697  -0.76
5 C 0.93725 -1.63686 -2.58152  -0.36
6 O 1.95247 -1.76784 -1.64799  -0.50
7 H 1.09013 -0.80544 -0.15057  0.49
8 H 2.10337 0.41060 -0.21854  -0.71
9 H 0.43504 0.72601 0.63117  0.35
10 H -1.39089 1.22643 -0.38873  0.05
11 H -1.62096 0.02319 -1.75633  0.63
12 H -1.41057 1.77801 -1.93605  0.32
13 H 1.71987 0.34514 -3.06793  0.25
14 H -0.16992 0.17099 -3.47396  0.45
15 H 1.23541 -2.11974 -3.50215  0.54
16 H 0.00277 -2.17544 -2.15669  0.04
17 H 2.58122 -2.51628 -1.65778  0.37
18 H -1.97929 -3.30713 1.70485  0.35
19 H -0.90411 -2.71327 2.71459  0.43
20 O -1.30794 -3.52173 2.34009  -0.69
21 H -0.97321 -4.60354 -0.68348  0.26
22 H -1.57972 -3.89513 0.55852  0.23
23 O -1.32183 -3.77116 -0.38033  -0.53
24 H 2.52167 -0.03274 4.17568  0.24
25 H 2.90054 -0.73358 2.81465  0.40
26 O 2.14541 -0.59418 3.49262  -0.64
27 H 2.34019 -3.78468 0.05565  0.34
28 H 1.67811 -4.42622 -1.21099  0.30
29 O 2.47740 -4.42931 -0.65777  -0.66
30 H -1.90043 2.43661 2.69476  0.38
31 H -0.90530 3.36674 3.52283  0.29
32 O -1.45335 3.27677 2.73313  -0.70
33 H -0.96968 3.15170 0.99923  0.42
34 H -0.07490 2.48470 -0.02559  0.11
35 O -0.47744 3.33772 0.19318  -0.65
36 H -1.33560 0.28879 2.60442  0.44
37 H -2.83321 0.70827 2.23489  0.42
38 O -2.18704 0.58112 2.93569  -0.78
39 H 2.01885 3.65930 -1.39139  0.36
40 H 1.99149 2.19249 -2.03345  0.21
41 O 2.51650 2.84323 -1.52528  -0.65
42 H -3.36610 -3.04459 -0.69105  0.28
43 H -4.19315 -1.94308 0.11130  0.29
44 O -3.66446 -2.14272 -0.66295  -0.59
45 H -3.83320 -0.12538 0.27409  0.31
46 H -4.38333 1.33599 0.66990  0.35
47 O -4.16225 0.44402 0.95516  -0.68
48 H -3.23949 1.36394 -2.65660  0.37
49 H -4.30026 0.43149 -2.36275  0.32
50 O -4.16025 1.40084 -2.34213  -0.63
51 H 0.30631 4.32083 -1.71332  0.28
52 H 0.03963 4.87792 -0.32479  0.39
53 O 0.54241 5.07715 -1.14511  -0.74
54 H 3.20145 -0.50145 0.62324  0.36
55 H 4.49256 0.14882 1.28062  0.32
56 O 3.81504 -0.51947 1.34488  -0.71
57 H 0.97443 -1.18372 2.59405  0.49
58 H 0.10550 -1.31024 3.82142  0.26
59 O 0.03428 -1.24101 2.85419  -0.78
60 H 4.42045 2.31691 -0.75608  0.32
61 H 3.94408 1.08185 -1.27606  0.27
62 O 4.57622 1.36628 -0.62341  -0.64

Force components x, y, z for each atom (eV/Å):
C 0.40 -1.10 0.15
N -0.44 0.20 -0.10
C 0.99 3.35 -1.19
C -0.51 0.02 2.45
C -1.76 -0.11 -0.01
O 1.97 0.12 1.16
H -1.27 -0.14 0.64
H -0.85 1.52 -0.22
H 1.05 -0.41 -0.98
H 0.02 -1.14 0.26
H -1.23 -1.58 0.01
H 0.52 -1.34 0.16
H -0.85 -0.44 -0.68
H 1.67 -0.47 0.25
H -0.21 -0.06 -0.54
H 1.05 1.08 -0.85
H -0.88 0.18 -0.75
H -0.74 1.28 0.84
H -0.16 0.25 -0.82
O 0.22 -1.17 0.76
H 0.08 -0.58 0.06
H 1.26 -0.48 -1.28
O -0.69 0.39 0.10
H 0.04 0.06 -0.03
H -0.97 0.59 1.10
O 3.13 0.04 -0.50
H -0.27 -0.36 -0.31
H 0.28 0.11 0.58
O -0.05 0.18 -0.20
H -0.09 -1.05 1.03
H -0.35 -0.49 -0.24
O 0.32 1.47 -0.43
H -0.05 0.40 0.73
H 0.33 0.58 -0.12
O -0.39 -1.24 0.15
H 0.13 -0.48 -0.35
H -0.15 -0.65 -0.56
O -0.08 0.72 0.88
H -0.30 0.08 -0.01
H -0.19 0.87 0.60
O 0.30 -0.52 -0.49
H 0.26 -0.59 0.33
H -0.19 -0.80 0.18
O -0.24 1.51 -0.45
H 0.38 0.30 -1.13
H 0.07 -0.35 -0.79
O -0.35 0.32 1.61
H -0.27 0.77 0.13
H -0.63 0.58 0.21
O 0.78 -1.42 -0.27
H -0.23 0.71 0.37
H 0.58 -0.05 -0.80
O 0.21 0.15 -0.55
H 0.12 0.48 -0.71
H -0.05 0.52 -0.81
O 0.11 -1.38 1.59
H -0.96 0.10 0.36
H 0.06 0.27 -0.50
O -1.27 -0.63 -0.13
H 0.19 -0.11 0.44
H -0.29 -0.69 -0.36
O 0.43 0.64 0.04

Its multiplicity is 1. The value obtained for the molar mass is 359.4 u. The value obtained for the max |F| is 3.69 eV/Å. The HOMO energy comes out at -8.854 eV. Its net charge is 0.


Calculated energy relative to the best compared isomer or geometry (same formula, charge and spin) in order - 0.00 111.51 kcal/mol